{
  "formula": "C35H28CuF5N2O3P2S",
  "method": "ωB97M-V/def2-TZVPD",
  "de_lowest_kj_mol": 15.9,
  "homo_lumo_gap_ha": 0.26868,
  "e_lumo_ev": 0.3,
  "homo_energy_ev": -6.99,
  "largest_force_ha_per_bohr": 0.00954,
  "species": ["Cu", "O", "P", "C", "P", "O", "C", "C", "C", "C", "C", "C", "C", "C", "C", "C", "C", "C", "C", "C", "C", "C", "C", "C", "C", "C", "C", "C", "C", "C", "H", "H", "H", "H", "H", "H", "H", "H", "H", "H", "H", "H", "H", "H", "H", "H", "H", "H", "H", "H", "H", "H", "C", "N", "C", "C", "N", "C", "S", "H", "H", "H", "H", "H", "H", "F", "C", "C", "F", "C", "F", "C", "O", "C", "F", "C", "F"],
  "coordinates": [[0.92, 0.40, 0.17], [-0.58, 1.45, 1.33], [-1.26, 2.55, 0.59], [-0.21, 3.33, -0.68], [0.16, 2.28, -2.12], [0.21, 0.81, -1.83], [1.70, 2.91, -2.79], [2.61, 1.97, -3.28], [3.82, 2.40, -3.81], [4.12, 3.75, -3.84], [3.23, 4.68, -3.34], [2.02, 4.26, -2.81], [-1.15, 2.61, -3.32], [-1.86, 1.51, -3.80], [-2.88, 1.70, -4.72], [-3.20, 2.98, -5.16], [-2.49, 4.08, -4.68], [-1.46, 3.89, -3.77], [-2.74, 2.02, -0.29], [-3.03, 0.67, -0.29], [-4.12, 0.19, -1.01], [-4.92, 1.08, -1.72], [-4.63, 2.44, -1.72], [-3.53, 2.91, -1.01], [-1.70, 3.93, 1.66], [-3.02, 4.30, 1.92], [-3.29, 5.35, 2.79], [-2.25, 6.02, 3.41], [-0.93, 5.64, 3.18], [-0.66, 4.60, 2.31], [0.73, 3.61, -0.19], [-0.71, 4.24, -1.01], [2.36, 0.92, -3.23], [4.52, 1.67, -4.19], [5.07, 4.08, -4.25], [3.47, 5.74, -3.35], [1.33, 5.00, -2.40], [-1.61, 0.52, -3.44], [-3.43, 0.85, -5.09], [-3.99, 3.13, -5.87], [-2.73, 5.07, -5.02], [-0.90, 4.75, -3.41], [-2.39, -0.02, 0.26], [-4.33, -0.87, -1.02], [-5.76, 0.71, -2.28], [-5.24, 3.13, -2.28], [-3.31, 3.97, -1.03], [-3.84, 3.77, 1.45], [-4.32, 5.63, 2.99], [-2.46, 6.83, 4.09], [-0.12, 6.15, 3.67], [0.37, 4.28, 2.15], [5.84, 2.30, 1.36], [5.27, 0.97, 1.32], [5.92, -0.21, 1.62], [5.02, -1.20, 1.45], [3.83, -0.62, 1.07], [3.98, 0.71, 0.99], [2.82, 1.87, 0.53], [6.91, 2.22, 1.55], [5.37, 2.89, 2.15], [5.67, 2.80, 0.41], [6.95, -0.24, 1.91], [5.11, -2.27, 1.57], [2.92, -1.11, 0.86], [0.64, -5.26, -3.48], [0.83, -4.35, -2.51], [2.06, -4.23, -1.88], [3.07, -5.03, -2.24], [2.24, -3.29, -0.88], [3.45, -3.21, -0.29], [1.23, -2.43, -0.45], [1.42, -1.56, 0.51], [0.00, -2.58, -1.11], [-1.04, -1.80, -0.76], [-0.20, -3.51, -2.11], [-1.39, -3.61, -2.71]]
}

---

{
  "formula": "C35H29BaBrN5O10P",
  "method": "ωB97M-V/def2-TZVPD",
  "de_lowest_kj_mol": 120.3,
  "homo_lumo_gap_ha": 0.22173,
  "e_lumo_ev": -0.8,
  "homo_energy_ev": -6.81,
  "largest_force_ha_per_bohr": 0.03129,
  "species": ["Ba", "O", "C", "O", "C", "C", "C", "C", "C", "N", "C", "O", "O", "H", "H", "H", "H", "H", "Br", "C", "C", "C", "C", "C", "C", "N", "N", "C", "C", "C", "C", "O", "C", "N", "C", "C", "C", "C", "H", "H", "H", "H", "H", "H", "H", "H", "H", "O", "C", "O", "C", "C", "C", "C", "C", "C", "C", "C", "C", "N", "H", "H", "H", "H", "H", "H", "C", "O", "P", "O", "C", "O", "C", "H", "H", "H", "H", "H", "H", "H", "H", "H"],
  "coordinates": [[0.47, 0.58, 1.06], [2.88, 0.13, 4.75], [2.60, 0.30, 3.47], [1.96, -0.50, 2.82], [3.14, 1.61, 2.89], [4.12, 2.39, 3.48], [4.43, 3.60, 2.87], [3.76, 4.01, 1.73], [2.79, 3.17, 1.19], [2.56, 1.99, 1.76], [2.01, 3.43, -0.10], [2.10, 4.64, -0.64], [1.44, 2.54, -0.68], [2.32, -0.61, 5.05], [4.62, 2.07, 4.38], [5.20, 4.23, 3.30], [3.99, 4.97, 1.28], [2.16, 5.31, 0.05], [-3.52, -2.54, -6.50], [-1.77, -3.11, -6.03], [-1.42, -4.44, -6.19], [-0.14, -4.85, -5.83], [0.74, -3.93, -5.28], [0.39, -2.60, -5.16], [-0.87, -2.18, -5.53], [2.10, -4.39, -4.99], [2.62, -4.15, -3.90], [1.88, -3.52, -2.85], [0.63, -3.91, -2.46], [-0.05, -3.27, -1.42], [0.47, -2.16, -0.76], [-0.21, -1.52, 0.13], [1.83, -1.76, -1.14], [2.41, -0.69, -0.51], [3.63, -0.34, -0.82], [4.41, -1.02, -1.78], [3.85, -2.07, -2.44], [2.53, -2.47, -2.14], [-2.13, -5.15, -6.59], [0.16, -5.88, -5.96], [1.10, -1.88, -4.75], [-1.16, -1.14, -5.43], [0.14, -4.74, -2.96], [-1.04, -3.61, -1.13], [4.04, 0.52, -0.30], [5.42, -0.70, -1.98], [4.40, -2.61, -3.20], [-0.03, 4.51, 1.52], [-0.57, 3.40, 1.61], [-0.33, 2.48, 2.45], [-1.68, 3.07, 0.57], [-2.72, 4.02, 0.37], [-3.72, 3.73, -0.50], [-3.70, 2.51, -1.23], [-4.69, 2.16, -2.17], [-4.59, 0.98, -2.86], [-3.50, 0.11, -2.63], [-2.53, 0.43, -1.73], [-2.61, 1.64, -1.00], [-1.64, 1.94, -0.10], [-2.68, 4.95, 0.92], [-4.54, 4.42, -0.66], [-5.52, 2.83, -2.34], [-5.35, 0.71, -3.58], [-3.43, -0.82, -3.19], [-1.70, -0.25, -1.53], [-2.16, 0.98, 6.60], [-2.16, 0.22, 5.38], [-0.74, 0.19, 4.57], [-0.04, -1.19, 5.08], [-0.67, -2.47, 4.94], [-1.37, -0.39, 3.15], [-2.60, 0.14, 2.63], [-3.16, 0.89, 7.02], [-1.94, 2.03, 6.39], [-1.43, 0.59, 7.31], [-0.18, -3.14, 5.64], [-0.55, -2.83, 3.92], [-1.73, -2.40, 5.18], [-2.72, -0.25, 1.63], [-2.57, 1.23, 2.60], [-3.43, -0.17, 3.27]]
}

---

{
  "formula": "C35H29BrCl2N6O2PSY",
  "method": "ωB97M-V/def2-TZVPD",
  "homo_lumo_gap_ha": 0.27050,
  "e_lumo_ev": -5.9,
  "total_charge": 2,
  "homo_energy_ev": -13.26,
  "largest_force_ha_per_bohr": 0.01522,
  "species": ["Y", "Br", "C", "C", "C", "C", "C", "C", "N", "C", "C", "C", "C", "C", "C", "N", "H", "H", "H", "H", "H", "H", "H", "H", "H", "N", "P", "C", "C", "C", "C", "C", "C", "C", "C", "C", "C", "C", "C", "C", "C", "C", "C", "C", "N", "H", "H", "H", "H", "H", "H", "H", "H", "H", "H", "H", "H", "H", "H", "H", "S", "C", "N", "C", "C", "C", "N", "H", "H", "H", "H", "Cl", "C", "Cl", "C", "O", "O", "H"],
  "coordinates": [[-0.06, -0.36, 0.78], [-4.57, 0.65, 6.69], [-3.04, 0.42, 5.63], [-1.84, 0.06, 6.23], [-0.70, -0.11, 5.46], [-0.78, 0.08, 4.08], [-1.99, 0.41, 3.49], [-3.12, 0.59, 4.26], [0.35, -0.06, 3.20], [1.54, 0.00, 3.64], [2.68, -0.20, 2.73], [3.95, -0.23, 3.26], [5.03, -0.47, 2.42], [4.77, -0.68, 1.08], [3.46, -0.63, 0.63], [2.42, -0.39, 1.42], [-1.79, -0.10, 7.30], [0.21, -0.43, 5.93], [-2.07, 0.51, 2.42], [-4.06, 0.86, 3.80], [1.76, 0.20, 4.68], [4.09, -0.07, 4.32], [6.04, -0.50, 2.81], [5.57, -0.88, 0.38], [3.25, -0.81, -0.42], [1.03, 1.85, -1.73], [0.81, 0.16, -1.91], [-0.27, 0.02, -3.35], [-1.46, -0.71, -3.32], [-2.25, -0.80, -4.46], [-1.87, -0.16, -5.63], [-0.68, 0.56, -5.67], [0.12, 0.64, -4.54], [2.40, -0.39, -2.58], [3.50, 0.44, -2.71], [4.70, -0.07, -3.19], [4.80, -1.41, -3.54], [3.70, -2.25, -3.41], [2.50, -1.74, -2.93], [0.77, 2.62, -0.61], [0.78, 4.01, -0.74], [0.51, 4.79, 0.36], [0.23, 4.18, 1.59], [0.25, 2.82, 1.64], [0.51, 2.02, 0.57], [1.14, 2.40, -2.57], [-1.76, -1.21, -2.42], [-3.16, -1.38, -4.44], [-2.48, -0.23, -6.52], [-0.37, 1.05, -6.59], [1.07, 1.16, -4.61], [3.44, 1.48, -2.41], [5.56, 0.58, -3.30], [5.73, -1.80, -3.93], [3.77, -3.29, -3.69], [1.64, -2.40, -2.84], [1.00, 4.46, -1.70], [0.51, 5.87, 0.26], [0.02, 4.76, 2.47], [0.05, 2.31, 2.57], [-2.25, 1.12, -0.38], [-3.65, 0.17, -0.26], [-4.70, 0.50, -1.08], [-5.88, -0.16, -1.08], [-6.04, -1.21, -0.23], [-4.94, -1.53, 0.57], [-3.79, -0.88, 0.56], [-4.56, 1.28, -1.70], [-6.63, 0.21, -1.76], [-6.97, -1.77, -0.19], [-5.00, -2.37, 1.26], [1.45, -3.33, 0.75], [-0.25, -3.99, 0.60], [-0.46, -4.91, -0.85], [-1.00, -2.66, 0.64], [-1.13, -2.01, -0.42], [-1.14, -2.11, 1.77], [-0.43, -4.60, 1.47]]
}

---

{
  "formula": "C35H29BrCsN9O6",
  "method": "ωB97M-V/def2-TZVPD",
  "de_lowest_kj_mol": 121.4,
  "homo_lumo_gap_ha": 0.15586,
  "e_lumo_ev": 2.7,
  "total_charge": -2,
  "homo_energy_ev": -1.50,
  "largest_force_ha_per_bohr": 0.03985,
  "species": ["Cs", "N", "C", "C", "O", "N", "C", "C", "O", "O", "H", "H", "H", "H", "H", "H", "C", "O", "C", "C", "C", "C", "C", "C", "C", "N", "C", "C", "N", "C", "C", "C", "C", "N", "C", "C", "N", "C", "C", "C", "C", "H", "H", "H", "H", "H", "H", "H", "H", "H", "H", "H", "H", "H", "H", "Br", "C", "C", "N", "C", "C", "C", "C", "O", "O", "H", "H", "H", "N", "C", "C", "C", "C", "C", "N", "H", "H", "H", "H", "H", "H"],
  "coordinates": [[-0.98, -1.17, -0.32], [3.91, -2.42, -0.72], [2.68, -3.21, -0.86], [1.79, -3.23, 0.39], [1.98, -2.24, 1.18], [0.94, -4.19, 0.44], [0.03, -4.20, 1.60], [-1.38, -3.62, 1.44], [-1.98, -3.30, 2.48], [-1.82, -3.43, 0.27], [4.51, -2.94, -0.08], [3.62, -1.63, -0.13], [2.93, -4.24, -1.12], [2.10, -2.82, -1.69], [0.48, -3.72, 2.47], [-0.14, -5.24, 1.89], [-1.68, 7.03, 13.21], [-0.87, 5.93, 12.87], [-0.97, 5.44, 11.59], [-1.81, 5.97, 10.61], [-1.82, 5.39, 9.35], [-1.03, 4.29, 9.05], [-0.19, 3.77, 10.04], [-0.16, 4.34, 11.30], [-1.03, 3.65, 7.72], [-0.19, 2.71, 7.36], [-0.55, 2.40, 6.05], [-1.60, 3.18, 5.65], [-1.91, 3.99, 6.73], [-2.22, 3.08, 4.36], [-3.33, 3.81, 3.95], [-3.84, 3.59, 2.69], [-3.20, 2.64, 1.88], [-2.14, 1.95, 2.24], [-1.64, 2.15, 3.47], [-0.49, 1.31, 3.88], [-0.05, 0.44, 2.97], [0.90, -0.41, 3.33], [1.48, -0.38, 4.62], [1.05, 0.54, 5.54], [0.03, 1.42, 5.17], [-1.47, 7.26, 14.25], [-2.74, 6.79, 13.10], [-1.44, 7.90, 12.59], [-2.44, 6.83, 10.81], [-2.47, 5.83, 8.60], [0.42, 2.92, 9.81], [0.48, 3.94, 12.07], [-2.66, 4.66, 6.79], [-3.80, 4.54, 4.61], [-4.70, 4.12, 2.32], [-3.57, 2.45, 0.87], [1.25, -1.13, 2.59], [2.25, -1.10, 4.84], [1.47, 0.59, 6.54], [-1.64, 3.93, -7.14], [-0.68, 3.40, -5.58], [0.45, 4.12, -5.21], [1.15, 3.83, -4.13], [0.72, 2.83, -3.37], [-0.40, 2.06, -3.65], [-1.11, 2.34, -4.81], [-0.87, 0.95, -2.71], [-1.67, 0.13, -3.19], [-0.42, 0.99, -1.54], [0.78, 4.95, -5.83], [1.28, 2.60, -2.48], [-1.98, 1.74, -5.05], [-0.89, 3.84, -0.52], [-1.79, 4.07, -1.53], [-1.57, 5.10, -2.46], [-2.50, 5.29, -3.46], [-3.63, 4.47, -3.51], [-3.76, 3.52, -2.52], [-2.88, 3.31, -1.54], [0.04, 4.18, -0.72], [-0.87, 2.87, -0.21], [-0.67, 5.70, -2.42], [-2.33, 6.05, -4.21], [-4.37, 4.56, -4.29], [-4.62, 2.86, -2.53]]
}

---

{
  "formula": "C35H29BrF4NNaO2PS2",
  "method": "ωB97M-V/def2-TZVPD",
  "de_lowest_kj_mol": 45.7,
  "homo_lumo_gap_ha": 0.32354,
  "e_lumo_ev": -1.9,
  "total_charge": 1,
  "homo_energy_ev": -10.67,
  "largest_force_ha_per_bohr": 0.02437,
  "species": ["Na", "O", "S", "C", "C", "C", "C", "S", "O", "C", "C", "C", "C", "C", "C", "C", "C", "C", "C", "C", "C", "H", "H", "H", "H", "H", "H", "H", "H", "H", "H", "H", "H", "H", "H", "H", "H", "H", "H", "F", "C", "C", "F", "C", "F", "C", "P", "C", "C", "C", "C", "C", "C", "C", "C", "C", "C", "C", "C", "C", "Br", "C", "F", "H", "H", "H", "H", "H", "H", "H", "H", "H", "H", "N", "C", "H"],
  "coordinates": [[-0.52, 1.24, -0.61], [-1.44, 3.04, -0.46], [-2.45, 4.03, 0.08], [-2.80, 3.46, 1.76], [-2.97, 1.95, 1.84], [-2.40, 1.34, 3.12], [-2.34, -0.18, 3.05], [-0.89, -0.85, 2.18], [-0.58, 0.13, 1.07], [0.36, -0.56, 3.41], [0.45, -1.44, 4.48], [1.44, -1.25, 5.43], [2.34, -0.19, 5.29], [2.24, 0.67, 4.21], [1.25, 0.49, 3.26], [-4.00, 3.63, -0.69], [-5.12, 4.39, -0.38], [-6.32, 4.09, -0.99], [-6.40, 3.05, -1.90], [-5.27, 2.31, -2.22], [-4.06, 2.60, -1.61], [-3.68, 4.02, 2.10], [-1.95, 3.80, 2.34], [-2.42, 1.50, 1.01], [-4.02, 1.68, 1.72], [-3.00, 1.63, 3.98], [-1.39, 1.74, 3.31], [-3.20, -0.60, 2.54], [-2.29, -0.64, 4.04], [-0.23, -2.28, 4.57], [1.53, -1.93, 6.26], [3.11, -0.05, 6.03], [2.95, 1.49, 4.10], [1.17, 1.14, 2.40], [-5.05, 5.22, 0.31], [-7.20, 4.68, -0.76], [-7.34, 2.82, -2.38], [-5.33, 1.51, -2.94], [-3.16, 2.05, -1.86], [6.93, 0.13, 0.67], [5.75, -0.10, 0.12], [5.51, -1.30, -0.52], [6.45, -2.23, -0.57], [4.26, -1.53, -1.08], [4.07, -2.73, -1.63], [3.24, -0.59, -1.05], [1.60, -0.88, -1.83], [0.88, -2.14, -0.70], [1.53, -2.75, 0.36], [0.90, -3.74, 1.11], [-0.39, -4.12, 0.81], [-1.07, -3.51, -0.24], [-0.44, -2.52, -0.98], [1.98, -1.82, -3.34], [1.81, -3.19, -3.51], [2.09, -3.77, -4.74], [2.56, -3.00, -5.80], [2.73, -1.64, -5.63], [2.42, -1.05, -4.41], [3.52, 0.61, -0.40], [2.26, 2.03, -0.23], [4.75, 0.86, 0.18], [5.02, 1.99, 0.82], [2.55, -2.47, 0.61], [1.44, -4.21, 1.92], [-0.88, -4.90, 1.38], [-2.08, -3.80, -0.48], [-0.97, -2.05, -1.80], [1.47, -3.81, -2.69], [1.96, -4.84, -4.86], [2.78, -3.47, -6.75], [3.08, -1.02, -6.45], [2.53, 0.02, -4.30], [0.29, 2.65, -3.71], [-0.29, 1.86, -3.09], [0.77, 3.33, -4.27]]
}

---

{
  "formula": "C35H29F4GeN5O4S2SbSe4Tl",
  "method": "ωB97M-V/def2-TZVPD",
  "de_lowest_kj_mol": 30.5,
  "homo_lumo_gap_ha": 0.23454,
  "e_lumo_ev": 3.0,
  "total_charge": -2,
  "homo_energy_ev": -3.33,
  "largest_force_ha_per_bohr": 0.01313,
  "species": ["Tl", "F", "C", "C", "C", "C", "C", "F", "C", "C", "C", "C", "C", "C", "N", "H", "H", "H", "H", "H", "H", "C", "C", "N", "O", "H", "H", "H", "H", "H", "O", "S", "O", "O", "C", "N", "C", "C", "C", "N", "C", "C", "C", "N", "C", "C", "H", "H", "H", "H", "H", "H", "F", "C", "F", "H", "S", "Ge", "C", "C", "C", "C", "C", "C", "C", "C", "C", "C", "C", "C", "H", "H", "H", "H", "H", "H", "H", "H", "H", "H", "H", "Se", "Sb", "Se", "Se", "Se"],
  "coordinates": [[-0.03, 0.61, 0.79], [2.56, 2.92, 5.03], [2.33, 1.79, 4.34], [1.42, 1.79, 3.30], [1.22, 0.62, 2.60], [1.92, -0.56, 2.90], [2.80, -0.48, 3.97], [3.50, -1.58, 4.38], [3.03, 0.66, 4.71], [1.76, -1.79, 2.06], [2.56, -2.93, 2.17], [2.32, -4.01, 1.33], [1.31, -3.95, 0.38], [0.58, -2.78, 0.32], [0.79, -1.74, 1.14], [0.85, 2.70, 3.10], [3.73, 0.66, 5.54], [3.36, -2.97, 2.89], [2.94, -4.90, 1.41], [1.09, -4.76, -0.29], [-0.20, -2.65, -0.42], [-0.65, 5.35, 0.39], [-1.34, 4.19, -0.27], [-2.61, 4.38, -0.71], [-0.83, 3.08, -0.37], [-0.62, 6.21, -0.29], [0.35, 5.06, 0.67], [-1.22, 5.63, 1.28], [-3.13, 5.14, -0.28], [-3.14, 3.53, -0.85], [-5.41, -6.68, -1.50], [-5.82, -6.63, -2.88], [-7.15, -6.09, -3.11], [-5.50, -7.81, -3.66], [-4.76, -5.34, -3.60], [-4.53, -5.40, -4.93], [-3.79, -4.42, -5.42], [-3.25, -3.41, -4.66], [-3.54, -3.44, -3.31], [-4.29, -4.40, -2.78], [-2.98, -2.43, -2.34], [-3.10, -2.61, -0.97], [-2.49, -1.71, -0.12], [-1.76, -0.68, -0.55], [-1.70, -0.46, -1.86], [-2.30, -1.30, -2.79], [-3.59, -4.46, -6.49], [-2.62, -2.65, -5.10], [-3.66, -3.46, -0.60], [-2.57, -1.82, 0.96], [-1.15, 0.42, -2.18], [-2.22, -1.06, -3.84], [-1.73, -0.80, 2.90], [-2.63, 0.22, 3.19], [-3.83, -0.33, 3.18], [-2.38, 0.64, 4.16], [-4.20, 1.30, 0.55], [1.68, 1.01, -1.16], [3.21, -0.08, -0.58], [4.02, 0.29, 0.50], [5.03, -0.56, 0.96], [5.24, -1.79, 0.36], [4.44, -2.18, -0.71], [3.43, -1.33, -1.17], [2.29, 2.85, -1.34], [2.32, 3.45, -2.60], [2.76, 4.76, -2.75], [3.18, 5.49, -1.64], [3.14, 4.91, -0.38], [2.69, 3.60, -0.23], [1.41, 0.51, -2.60], [3.87, 1.24, 1.00], [5.64, -0.25, 1.81], [6.01, -2.45, 0.73], [4.59, -3.14, -1.18], [2.81, -1.66, -2.00], [2.01, 2.89, -3.48], [2.78, 5.22, -3.74], [3.52, 6.52, -1.76], [3.44, 5.48, 0.49], [2.62, 3.18, 0.77], [-4.67, 2.47, 5.10], [-3.31, 3.84, 3.71], [-4.34, 5.49, 2.29], [-1.02, 4.20, 4.38], [-2.51, 1.65, 1.78]]
}